No. 1
This record from the Open Molecules 2025 dataset describes a 5-piece molecular cluster, C16H20BF7NO15 overall in a non-equilibrium geometry. The level of theory is wB97M-V/def2-TZVPD.

Summary:
- electronic energy (hartree) = -2529.16294
- highest occupied orbital energy (eV) = -4.36
- gap between HOMO and LUMO (eV) = 6.661
- strongest force on any atom (eV/Å) = 2.07
- charge = -1

Each line ends with the natural charge from an NBO analysis.
Cartesian coordinates (Å):
1 C -2.829 -1.463 -2.151  -0.2365
2 O -1.644 -1.966 -1.572  -0.7701
3 B -1.628 -1.890 -0.135  1.0528
4 O -0.897 -0.783 0.418  -0.9565
5 N -2.198 -2.787 0.731  -1.0241
6 C -2.818 -3.935 0.084  -0.2431
7 C -1.825 -4.935 -0.485  0.0043
8 O -1.511 -5.861 0.565  -0.7096
9 C -2.356 -5.747 -1.708  0.9398
10 F -2.163 -7.044 -1.544  -0.3340
11 F -1.643 -5.451 -2.800  -0.3446
12 F -3.607 -5.552 -2.013  -0.3186
13 H -2.615 -0.759 -2.954  0.1570
14 H -3.482 -0.996 -1.414  0.1678
15 H -3.401 -2.304 -2.552  0.1572
16 H -0.113 -1.160 0.824  0.4745
17 H -3.384 -4.482 0.845  0.1832
18 H -3.553 -3.611 -0.657  0.1658
19 H -0.889 -4.484 -0.798  0.1941
20 H -0.606 -6.148 0.409  0.4596
21 C 0.740 1.374 -1.409  -0.1380
22 C 1.968 1.110 -0.594  0.4426
23 O 2.964 0.895 -1.590  -0.4945
24 C 2.583 1.627 -2.676  0.9757
25 O 3.293 1.899 -3.589  -0.5921
26 O 1.285 2.015 -2.578  -0.5010
27 F 1.833 -0.016 0.140  -0.3235
28 H 0.230 0.454 -1.700  0.2387
29 H 0.032 2.022 -0.902  0.2133
30 H 2.276 1.926 0.056  0.1725
31 C 2.361 4.993 -4.733  -0.1297
32 C 1.674 6.334 -4.695  0.4446
33 O 1.407 6.506 -3.318  -0.4987
34 C 2.376 5.813 -2.639  0.9651
35 O 2.611 5.946 -1.487  -0.5520
36 O 3.028 4.965 -3.471  -0.4716
37 F 0.499 6.322 -5.377  -0.3304
38 H 1.651 4.166 -4.786  0.2200
39 H 3.071 4.902 -5.550  0.2055
40 H 2.285 7.166 -5.052  0.1447
41 C -0.151 3.218 3.582  -0.1280
42 C 0.098 1.849 3.000  0.4075
43 O 1.217 2.091 2.138  -0.5090
44 C 1.903 3.138 2.670  0.9699
45 O 3.012 3.437 2.367  -0.5735
46 O 1.163 3.786 3.603  -0.4901
47 F -0.954 1.419 2.274  -0.3136
48 H -0.793 3.825 2.941  0.1942
49 H -0.578 3.178 4.581  0.2071
50 H 0.340 1.056 3.711  0.2109
51 C 0.550 -3.073 3.547  -0.1322
52 C -0.709 -3.253 4.352  0.4303
53 O -0.605 -2.207 5.318  -0.4914
54 C 0.116 -1.219 4.737  0.9899
55 O 0.155 -0.088 5.117  -0.6049
56 O 0.753 -1.658 3.634  -0.4768
57 F -0.726 -4.448 4.997  -0.3320
58 H 1.401 -3.589 3.994  0.1882
59 H 0.439 -3.390 2.513  0.2396
60 H -1.631 -3.131 3.780  0.2036

---

No. 2
This record from the Open Molecules 2025 dataset describes C16H20Cl3FOSn as an isolated structure in a non-equilibrium geometry. The level of theory is wB97M-V/def2-TZVPD.

Summary:
- electronic energy (hartree) = -2391.70069
- highest occupied orbital energy (spin up / spin down) (eV) = 0.30 / 0.61
- gap between HOMO and LUMO (spin up / spin down) (eV) = 4.177 / 3.673
- strongest force on any atom (eV/Å) = 2.16
- charge = -2

Each line ends with the natural charge from an NBO analysis.
Cartesian coordinates (Å):
1 C -1.177 -2.247 -0.587  -0.0754
2 C -0.975 -1.778 -1.925  -0.0916
3 C -1.769 -0.603 -2.096  -0.1405
4 C -0.042 -2.347 -2.898  -0.6773
5 C -2.421 -0.330 -0.861  -0.0098
6 C -2.109 -1.378 0.043  -0.1552
7 C -2.667 -1.521 1.398  -0.6121
8 C -0.515 -3.416 0.009  -0.6325
9 C -1.864 0.181 -3.337  -0.6302
10 C -3.270 0.832 -0.545  -0.6412
11 Sn 1.682 0.078 0.277  1.8569
12 Cl 2.394 -0.125 -3.386  -0.9027
13 Cl 3.143 -1.824 0.373  -0.5199
14 Cl 0.380 1.591 -0.977  -0.4838
15 H 0.489 -3.202 -2.473  0.1862
16 H 0.716 -1.565 -3.176  0.2827
17 H -0.517 -2.646 -3.843  0.1683
18 H -0.889 0.216 -3.837  0.2313
19 H -2.236 1.188 -3.133  0.1858
20 H -2.576 -0.300 -4.019  0.1697
21 H -2.796 1.759 -0.899  0.1954
22 H -3.431 0.906 0.537  0.1893
23 H -4.261 0.754 -1.017  0.1754
24 H -2.969 -0.547 1.805  0.1838
25 H -1.935 -1.993 2.066  0.1959
26 H -3.576 -2.144 1.375  0.1648
27 H 0.506 -3.541 -0.377  0.2102
28 H -1.060 -4.342 -0.233  0.1678
29 H -0.496 -3.320 1.101  0.2016
30 O 0.303 -0.590 1.516  -1.1363
31 H 0.465 -0.366 2.442  0.4585
32 F 4.051 4.905 3.632  -0.3586
33 C 3.484 3.814 3.015  0.3753
34 C 2.141 3.883 2.648  -0.3033
35 C 1.607 2.817 1.894  -0.1974
36 C 2.421 1.752 1.557  -0.4049
37 C 3.726 1.663 1.996  -0.2177
38 C 4.302 2.728 2.708  -0.3063
39 H 1.549 4.766 2.886  0.2161
40 H 0.557 2.811 1.596  0.2447
41 H 4.283 0.755 1.762  0.2234
42 H 5.355 2.725 2.983  0.2139

---

No. 3
This record from the Open Molecules 2025 dataset describes an isolated ion of composition C16H20ClN2O2 and charge +1. The level of theory is wB97M-V/def2-TZVPD.

Summary:
- electronic energy (hartree) = -1341.62863
- highest occupied orbital energy (eV) = -11.61
- gap between HOMO and LUMO (eV) = 8.903
- strongest force on any atom (eV/Å) = 0.66
- charge = +1

Each line ends with the natural charge from an NBO analysis.
Cartesian coordinates (Å):
1 C -0.210 5.380 -0.076  -0.6386
2 C 0.699 4.908 1.050  -0.0723
3 O 0.202 3.706 1.652  -0.5253
4 C 0.311 2.563 0.922  0.3416
5 C -0.860 1.851 0.675  -0.2595
6 C -0.850 0.687 -0.074  -0.0790
7 C -2.111 -0.096 -0.316  -0.2215
8 N -2.083 -1.319 0.525  -0.5548
9 C -3.111 -2.341 0.242  -0.2647
10 C -2.372 -3.515 -0.376  0.1892
11 C -2.968 -4.668 -0.848  -0.2280
12 C -2.142 -5.653 -1.378  -0.1206
13 C -0.771 -5.447 -1.414  -0.2330
14 C -0.265 -4.256 -0.917  0.0803
15 N -1.056 -3.322 -0.413  -0.4949
16 C 0.350 0.218 -0.595  -0.2543
17 C 1.526 0.891 -0.318  -0.0448
18 Cl 3.017 0.286 -0.926  0.0531
19 C 1.542 2.051 0.468  0.2136
20 O 2.744 2.640 0.703  -0.5012
21 C 3.103 2.856 2.062  -0.2576
22 H 0.150 6.332 -0.455  0.2293
23 H -0.215 4.658 -0.891  0.2079
24 H -1.227 5.508 0.287  0.2141
25 H 1.717 4.770 0.676  0.1885
26 H 0.709 5.633 1.867  0.2007
27 H -1.781 2.260 1.061  0.2289
28 H -2.993 0.499 -0.071  0.2273
29 H -2.168 -0.412 -1.359  0.2268
30 H -2.043 -1.051 1.508  0.4336
31 H -1.192 -1.923 0.249  0.4717
32 H -3.864 -1.953 -0.447  0.2400
33 H -3.621 -2.655 1.155  0.2458
34 H -4.038 -4.798 -0.805  0.2379
35 H -2.568 -6.568 -1.756  0.2414
36 H -0.108 -6.192 -1.820  0.2456
37 H 0.792 -4.033 -0.918  0.2206
38 H 0.384 -0.667 -1.211  0.2268
39 H 2.317 3.356 2.630  0.1921
40 H 3.994 3.480 2.036  0.2092
41 H 3.342 1.902 2.541  0.1844

---

Copy entry 1 word for word.
This record from the Open Molecules 2025 dataset describes a 5-piece molecular cluster, C16H20BF7NO15 overall in a non-equilibrium geometry. The level of theory is wB97M-V/def2-TZVPD.

Summary:
- electronic energy (hartree) = -2529.16294
- highest occupied orbital energy (eV) = -4.36
- gap between HOMO and LUMO (eV) = 6.661
- strongest force on any atom (eV/Å) = 2.07
- charge = -1

Each line ends with the natural charge from an NBO analysis.
Cartesian coordinates (Å):
1 C -2.829 -1.463 -2.151  -0.2365
2 O -1.644 -1.966 -1.572  -0.7701
3 B -1.628 -1.890 -0.135  1.0528
4 O -0.897 -0.783 0.418  -0.9565
5 N -2.198 -2.787 0.731  -1.0241
6 C -2.818 -3.935 0.084  -0.2431
7 C -1.825 -4.935 -0.485  0.0043
8 O -1.511 -5.861 0.565  -0.7096
9 C -2.356 -5.747 -1.708  0.9398
10 F -2.163 -7.044 -1.544  -0.3340
11 F -1.643 -5.451 -2.800  -0.3446
12 F -3.607 -5.552 -2.013  -0.3186
13 H -2.615 -0.759 -2.954  0.1570
14 H -3.482 -0.996 -1.414  0.1678
15 H -3.401 -2.304 -2.552  0.1572
16 H -0.113 -1.160 0.824  0.4745
17 H -3.384 -4.482 0.845  0.1832
18 H -3.553 -3.611 -0.657  0.1658
19 H -0.889 -4.484 -0.798  0.1941
20 H -0.606 -6.148 0.409  0.4596
21 C 0.740 1.374 -1.409  -0.1380
22 C 1.968 1.110 -0.594  0.4426
23 O 2.964 0.895 -1.590  -0.4945
24 C 2.583 1.627 -2.676  0.9757
25 O 3.293 1.899 -3.589  -0.5921
26 O 1.285 2.015 -2.578  -0.5010
27 F 1.833 -0.016 0.140  -0.3235
28 H 0.230 0.454 -1.700  0.2387
29 H 0.032 2.022 -0.902  0.2133
30 H 2.276 1.926 0.056  0.1725
31 C 2.361 4.993 -4.733  -0.1297
32 C 1.674 6.334 -4.695  0.4446
33 O 1.407 6.506 -3.318  -0.4987
34 C 2.376 5.813 -2.639  0.9651
35 O 2.611 5.946 -1.487  -0.5520
36 O 3.028 4.965 -3.471  -0.4716
37 F 0.499 6.322 -5.377  -0.3304
38 H 1.651 4.166 -4.786  0.2200
39 H 3.071 4.902 -5.550  0.2055
40 H 2.285 7.166 -5.052  0.1447
41 C -0.151 3.218 3.582  -0.1280
42 C 0.098 1.849 3.000  0.4075
43 O 1.217 2.091 2.138  -0.5090
44 C 1.903 3.138 2.670  0.9699
45 O 3.012 3.437 2.367  -0.5735
46 O 1.163 3.786 3.603  -0.4901
47 F -0.954 1.419 2.274  -0.3136
48 H -0.793 3.825 2.941  0.1942
49 H -0.578 3.178 4.581  0.2071
50 H 0.340 1.056 3.711  0.2109
51 C 0.550 -3.073 3.547  -0.1322
52 C -0.709 -3.253 4.352  0.4303
53 O -0.605 -2.207 5.318  -0.4914
54 C 0.116 -1.219 4.737  0.9899
55 O 0.155 -0.088 5.117  -0.6049
56 O 0.753 -1.658 3.634  -0.4768
57 F -0.726 -4.448 4.997  -0.3320
58 H 1.401 -3.589 3.994  0.1882
59 H 0.439 -3.390 2.513  0.2396
60 H -1.631 -3.131 3.780  0.2036